Entry P
Entry from the OMol25 dataset: 15 unconnected molecules or ions with the total composition H30O15 (wB97M-V/def2-TZVPD).

HOMO = -9.5 eV
spin multiplicity = 1

Last column: Mulliken charge in e.
Cartesian coordinates (Å):
H -13.2591 1.4039 -8.5283  0.287
O -13.8137 2.4227 -5.8517  -0.629
H -15.5147 5.7097 -9.0741  0.227
H -13.6080 4.6785 -8.9514  -0.036
O -12.5846 3.2508 -11.5485  -0.668
H -12.6189 2.7149 -8.3996  0.256
H -11.7819 4.7470 -14.2182  0.330
H -11.2386 4.3401 -8.8257  0.231
H -13.2283 4.7666 -10.3815  -0.261
H -13.3712 1.7066 -6.3077  0.280
H -13.2947 6.8871 -11.9065  0.339
H -16.1859 7.0663 -9.0098  0.328
H -12.9738 6.6942 -8.9987  0.155
O -11.1296 4.5703 -13.4993  -0.675
H -11.7469 5.3598 -6.8333  0.421
H -11.6692 4.2028 -12.8247  0.430
H -13.0667 2.4720 -11.8379  0.301
O -14.5671 4.6417 -7.1075  -0.437
H -14.8394 3.2598 -11.4971  0.180
H -14.6370 5.2318 -6.3969  0.196
O -11.6546 6.2179 -6.4483  -0.758
H -11.8688 2.9752 -10.9315  0.266
H -15.9763 3.4544 -12.5641  0.299
H -13.6011 3.2176 -6.3860  0.351
O -10.7916 5.7704 -10.1784  -0.567
O -13.3748 2.2979 -8.8092  -0.582
H -15.8377 6.9619 -12.4185  0.285
O -12.4052 6.8915 -12.1710  -0.689
O -11.5720 4.0385 -7.9686  -0.648
H -15.4997 5.5307 -12.0068  0.310
O -16.3894 6.1085 -9.0079  -0.698
O -15.0998 6.3748 -12.1028  -0.567
H -12.3106 7.1136 -7.7372  0.481
O -15.6905 3.5886 -11.6574  -0.757
H -11.4673 5.8331 -10.8866  0.234
O -15.9166 3.0529 -9.0263  -0.644
H -15.0659 2.6700 -8.9521  0.491
O -13.6447 5.2339 -9.6861  0.857
H -15.4543 4.3479 -7.2730  0.286
H -15.7952 3.6112 -9.7689  0.263
H -10.0725 5.4498 -10.7707  0.347
H -12.2604 6.2999 -12.9269  0.320
O -12.7500 7.4940 -8.5161  -0.753
H -10.8344 3.8351 -7.4968  0.307
H -10.7872 6.4987 -6.6956  0.311

Entry Q
Entry from the OMol25 dataset: a molecular structure, H30O15 (wB97M-V/def2-TZVPD).

HOMO = -8.6 eV
spin multiplicity = 1

Last column: Mulliken charge in e.
Cartesian coordinates (Å):
H -1.0168 -3.7703 -2.0890  0.247
H -3.2901 -0.3887 1.5055  0.232
O -1.3184 -1.4099 3.3063  -0.461
H 0.7216 4.7970 -1.4158  0.317
H 3.6210 -1.3044 -1.3233  0.293
O 1.4919 3.0338 -0.4646  -0.598
O 0.1780 0.3002 -1.6810  -0.407
H -2.3376 1.1262 -1.7210  0.308
H 0.1408 0.9673 -2.3734  0.164
H 0.1053 4.0008 0.7379  0.293
O -1.5289 -2.6099 -0.2344  -0.599
O 3.9786 -0.1826 0.0942  -0.601
O 4.4696 -1.5880 -1.5576  -0.570
O -0.0826 4.2815 -1.5292  -0.599
H -3.3623 1.1556 -0.5575  0.311
O -0.1595 -4.1771 -2.2369  -0.583
O -2.5854 -0.8227 1.9123  -0.548
H 0.3186 0.4675 2.2656  0.224
H -1.1482 -2.0450 3.9699  0.181
H 2.4672 3.1417 -0.7232  0.271
H 1.3332 0.8357 3.3334  0.330
H -1.7961 -3.4986 0.0117  0.254
O 0.2663 0.2725 0.0554  -0.276
H 0.6987 -0.3701 -2.1817  0.225
O 0.4276 1.0002 3.0342  -0.610
H 0.1514 3.5761 -2.1725  0.283
H -2.1984 -1.4600 1.2631  0.317
H -1.2294 3.7071 1.3694  0.285
H 4.0644 0.7743 0.1081  0.267
O -0.3397 3.3198 1.3540  -0.572
H -1.7437 -2.5718 -1.1319  0.304
H 4.4712 -1.6395 -2.5360  0.297
H -4.6895 -0.7630 -2.3850  0.287
H -0.8591 -0.6816 3.7548  0.300
O -4.6352 -0.3046 -1.5006  -0.617
H 2.4720 -2.3263 1.0104  0.282
H 0.6806 1.0456 0.4004  0.310
H 2.3276 -1.8173 2.3819  0.273
O 1.8010 -1.9719 1.6550  -0.554
O -3.3556 1.1121 -1.5073  -0.663
H 0.2786 -4.1780 -1.3689  0.332
H -3.7985 -0.4214 -1.0686  0.354
H 1.2810 2.1970 -0.9088  0.298
H 0.6182 -0.4510 0.6717  0.074
H 3.1109 -0.3586 0.4727  0.340

Entry R
Entry from the OMol25 dataset: 15 unconnected molecules or ions with the total composition H30O15 (wB97M-V/def2-TZVPD).

HOMO = -9.7 eV
spin multiplicity = 1

Last column: Mulliken charge in e.
Cartesian coordinates (Å):
H -0.4388 -1.6907 4.7515  0.263
H -2.0227 2.1084 0.9974  0.318
O 0.1821 -0.2261 -0.6429  -0.641
H -0.2655 0.3629 0.0705  0.243
H 0.2106 4.5338 -1.1911  0.335
O -0.8371 -1.6198 2.0499  -0.749
H 2.5016 -2.3072 2.2696  0.237
H 1.3710 -1.6468 -2.0668  0.327
H -3.4550 3.8851 -1.5163  0.282
H -2.6201 4.2496 -2.6308  0.273
H 4.5263 2.9007 0.1496  0.303
H -3.8034 0.2042 -5.0137  0.294
O 1.7761 1.7218 1.1672  -0.651
H -1.3697 -2.1662 3.5845  0.375
O 3.6178 2.4251 -0.0306  -0.650
H 2.4856 -0.1067 2.0629  0.328
O -0.9054 -1.3152 3.9798  -0.557
H 2.8118 -1.4506 -2.4583  0.243
H -0.5188 5.6633 -0.7132  0.312
O -2.9234 0.5080 -4.8990  -0.641
O -2.6556 3.6033 -1.8872  -0.550
O 3.3134 -2.7788 2.5205  -0.602
O -2.1212 -4.0604 0.0841  -0.619
O 2.2184 -1.1707 -1.8045  -0.559
H -1.3727 -1.9179 1.3242  0.330
H -3.3520 0.6622 -1.0245  0.287
O 1.6590 0.0293 2.5279  -0.517
H 1.5371 -4.7704 -2.0967  0.297
H -3.3372 2.1134 1.8259  0.281
H -1.6744 -4.8218 0.4062  0.307
H 0.2860 -0.9696 -0.0996  0.346
H 2.4974 1.4066 0.7169  0.394
H 3.9710 -2.5374 1.8809  0.320
O 2.1643 -4.1538 -1.8277  -0.600
O -2.9748 2.2188 0.9236  -0.582
O -2.6384 0.6391 -1.6843  -0.555
H 2.6006 -3.6319 -2.5312  0.302
H -2.6577 0.3739 -3.9752  0.342
H -0.0324 -2.2205 1.9782  0.319
H 1.6801 -0.8145 3.1343  0.227
H 2.1838 2.3567 1.7748  0.282
O 0.3653 5.5023 -0.9996  -0.644
H -3.0308 -4.2929 0.3380  0.316
H -2.0357 0.0029 -1.2022  0.297
H 3.0836 3.1983 -0.2232  0.335

Entry S
Entry from the OMol25 dataset: 15 unconnected molecules or ions with the total composition H30O15 (wB97M-V/def2-TZVPD).

HOMO = -9.3 eV
spin multiplicity = 1

Last column: Mulliken charge in e.
Cartesian coordinates (Å):
H -0.9810 1.3411 -2.4691  0.274
H 5.9145 0.7694 -0.1445  0.322
H -1.3956 2.6758 2.9121  0.267
O -3.9149 1.0741 -0.0470  -0.570
H 2.4778 0.8586 2.5049  0.297
H -2.5476 2.9150 3.6926  0.318
H 2.8751 -0.8262 -1.4475  0.214
O 0.6296 -2.1189 -1.2672  -0.436
O 1.7189 -2.6784 -2.7055  -0.558
O -0.9319 2.2062 -2.1904  -0.543
H 3.0413 -2.4840 1.0207  0.335
O 1.5533 0.7052 2.4830  -0.585
O 3.9947 -2.3186 1.4148  -0.634
H 4.4744 -2.0064 0.6292  0.282
O 2.1389 -0.7906 -0.8295  -0.564
O 0.3406 4.2782 -0.7024  -0.622
H -3.6900 2.0033 0.0404  0.337
H -0.9353 0.0176 0.4921  0.202
O -1.9623 3.3604 3.0696  -0.591
O 5.4995 1.6450 0.0018  -0.611
H 4.5997 1.4454 0.0225  0.282
H 1.8515 2.1673 -0.0987  0.321
H -0.5441 2.7919 -2.8493  0.294
H 0.5321 0.1386 0.1801  0.346
H -5.4824 -2.1086 -0.7189  0.282
H 2.3643 -3.3172 -2.4775  0.296
H -0.2591 3.6205 -0.2696  0.328
H 1.6534 0.0137 -1.0957  0.221
H 0.1016 -2.9534 -1.4876  0.253
O 0.8812 2.1328 -0.0996  -0.533
O -0.1448 -0.4181 0.5993  -0.568
H -2.1241 -3.4660 3.0272  0.312
H -3.3352 -1.5064 -2.9520  0.263
O -1.5792 -3.3456 3.8728  -0.622
H 1.3903 -0.0514 1.8934  0.330
O -3.4435 -0.7876 -2.4372  -0.570
H -5.1526 -1.7312 0.6888  0.281
H -3.1910 0.8847 -0.7134  0.210
H 2.1496 -1.8098 -2.8143  0.259
H 0.1705 -1.6636 -0.5459  0.327
O -5.1326 -1.3975 -0.2338  -0.534
H -1.9975 -4.0389 4.4300  0.314
H 0.5739 2.0512 0.7809  0.221
H -2.7955 -0.9904 -1.7307  0.282
H 0.6136 3.7125 -1.4286  0.272

Stability summary - winner: entry P; margin: 113.9 kcal/mol.

Entry P
Entry from the OMol25 dataset: 15 unconnected molecules or ions with the total composition H30O15 (wB97M-V/def2-TZVPD).

HOMO = -9.7 eV
spin multiplicity = 1

Last column: Mulliken charge in e.
Cartesian coordinates (Å):
H 6.3305 -20.9122 -1.3347  0.284
H 13.4169 -20.2938 2.9548  0.279
H 8.9675 -23.8768 4.6591  0.319
H 6.6777 -15.8305 3.6108  0.313
H 12.5448 -16.2251 4.4246  0.298
O 12.0290 -15.7043 5.0402  -0.617
H 7.9011 -15.6218 2.7438  0.255
O 7.6173 -15.6536 3.6574  -0.716
H 10.3372 -21.1676 1.1874  0.347
O 6.2957 -17.1927 -1.1738  -0.593
O 12.6768 -19.7967 3.3031  -0.656
H 11.5179 -15.8847 0.2424  0.311
H 8.3792 -18.9478 2.0903  0.221
H 9.1575 -14.7977 3.6704  0.483
H 4.2479 -19.6283 -0.4152  0.355
H 8.4167 -18.5300 5.4446  0.361
O 8.0888 -23.5071 4.5727  -0.644
O 12.2256 -15.2580 0.3928  -0.622
O 9.2316 -22.4867 1.2686  -0.628
H 11.3859 -15.2534 4.4931  0.356
O 5.7474 -20.8148 -0.5818  -0.639
H 8.8037 -22.8083 2.0621  0.285
O 6.6431 -21.2108 5.0293  -0.686
H 10.5755 -20.0511 5.7956  0.322
H 11.8536 -19.5701 5.1422  0.337
H 7.1392 -21.9366 4.6507  0.380
O 9.9385 -14.2443 3.6598  -0.687
H 12.9727 -15.7973 0.6521  0.309
H 7.5775 -23.9418 5.2553  0.284
H 9.8888 -13.7750 2.8270  0.297
H 5.8986 -21.6289 5.4621  0.281
H 11.9462 -20.0175 2.7254  0.471
H 2.9474 -19.1759 0.2140  0.306
H 11.2933 -20.0996 0.7006  0.323
O 8.9234 -18.3212 2.5671  -0.562
H 7.8560 -19.8830 5.0613  0.349
H 8.7548 -22.9058 0.5522  0.264
H 5.8614 -17.7116 -1.8508  0.302
O 11.5255 -20.0352 5.9118  -0.644
H 6.6673 -17.8412 -0.5758  0.288
H 6.0771 -21.4437 0.0600  0.297
O 8.6728 -19.3853 5.0995  -0.678
O 11.1324 -20.6947 1.4328  -0.694
H 9.1385 -18.7655 3.3872  0.387
O 3.5687 -18.9570 -0.4805  -0.598

Entry Q
Entry from the OMol25 dataset: 15 unconnected molecules or ions with the total composition H30O15 (wB97M-V/def2-TZVPD).

HOMO = -9.9 eV
spin multiplicity = 1

Last column: Mulliken charge in e.
Cartesian coordinates (Å):
H 1.6113 3.5100 -0.0836  0.358
H -0.0697 2.3680 2.5574  0.303
H 2.2163 2.8510 1.0414  0.250
O -2.4397 -2.3620 1.1304  -0.651
O -1.1797 3.1070 -0.0796  -0.527
H 0.8803 -2.8470 0.1474  0.171
O -0.0667 -0.0300 0.3384  0.709
H -2.8207 -3.2390 1.3214  0.312
O -2.6487 0.7630 1.5584  -0.637
H -0.7317 -1.4810 3.0324  0.313
H -2.8297 -2.0700 -0.5026  0.437
H -0.1137 -0.6620 1.8774  0.215
H -1.6007 -2.6370 0.6924  0.394
H 0.1423 0.7770 -0.1796  0.137
O 2.0743 3.2910 -1.7186  -0.672
H -0.2227 -1.3840 -2.9456  0.219
H -2.4057 -1.1010 -1.6086  0.285
H 2.5353 -0.9790 2.0684  0.333
H -0.6557 3.5090 0.5814  0.251
H 2.7663 -1.8820 -0.1726  0.353
H 1.8353 3.6590 -2.5476  0.331
O -0.3527 1.8910 3.2964  -0.721
H -0.1177 -3.9940 0.1944  0.302
O 0.0443 -3.0370 0.5074  -0.615
O -2.2107 0.6630 -1.8246  -0.547
H 0.1073 -0.6940 -0.3816  -0.184
H -0.8487 3.4890 -0.8986  0.270
O -0.1337 -0.7280 2.8724  -0.785
H -2.2757 1.5060 -1.4246  0.231
O 1.8783 0.5630 -1.7156  -0.674
H 2.7463 0.1980 -1.5356  0.280
H -2.0277 0.6100 0.8924  0.098
H -0.4067 0.9870 3.0464  0.392
H 2.7983 -2.4300 -1.6366  0.291
H 1.3723 -0.2180 -1.9306  0.303
H -2.2957 0.8410 -2.7366  0.232
O 1.3703 3.2820 0.8584  -0.572
O 2.3733 -0.7220 1.1434  -0.746
O 0.1913 -1.5810 -2.0686  -0.496
H 0.5623 -2.4520 -2.2186  0.235
O -2.7287 -2.0170 -1.4476  -0.734
H 1.8313 2.3700 -1.8126  0.387
H -2.3017 1.5520 2.0314  0.383
O 2.6963 -2.6730 -0.7256  -0.675
H 1.4523 -0.5680 1.0074  0.460

Entry R
Entry from the OMol25 dataset: a molecular structure, H30O15 (wB97M-V/def2-TZVPD).

HOMO = -6.1 eV
spin multiplicity = 1

Last column: Mulliken charge in e.
Cartesian coordinates (Å):
H -0.3498 -1.5732 -0.5120  0.391
H -4.6302 -0.5157 1.3570  0.284
H -2.3010 -0.0107 3.8415  0.231
H -0.8536 -0.8857 1.0762  0.216
H 3.2184 2.9306 0.7440  0.277
H -0.5553 -0.7895 -3.1557  0.287
H -4.3984 -1.0126 -0.4261  0.234
O -1.1531 -1.5415 -3.0779  -0.628
H -1.0924 -1.9791 -3.9346  0.295
H 2.8146 2.2836 -2.9123  0.327
O -3.0087 -0.5089 -3.9580  -0.534
H 3.5002 -2.1363 0.1662  0.292
O 2.5941 -2.4624 0.2062  -0.571
O 4.1075 -2.2516 -2.8284  -0.611
H 2.3496 3.0314 -0.4990  0.295
H -0.2865 0.2676 0.1176  0.215
H 0.7211 0.5128 -0.9936  0.107
H 0.0067 0.5488 2.3861  0.169
O 3.4559 1.8850 -2.3132  -0.632
H 1.8018 2.0469 1.7101  0.479
O -1.1972 -1.7853 1.1186  -0.601
H -3.9407 -0.4029 -1.7409  0.276
O -3.7119 -1.0843 -1.0988  -0.488
H 3.6664 -1.6392 -3.4278  0.302
H -2.4359 0.1870 -3.6167  0.301
H 3.1017 1.3562 2.0884  0.275
O -0.5214 1.1681 2.9023  -0.624
H -0.1459 3.9940 2.5267  0.237
H 0.7605 3.5133 1.4054  0.238
O 0.4368 -0.1548 -0.3593  -0.328
H 2.0724 -1.7543 -0.1881  0.318
O -1.3994 0.2812 4.0173  -0.530
H -3.8875 -0.1131 -3.9523  0.259
H -0.0592 1.2237 3.7463  0.355
O 2.1855 1.1740 1.8509  -0.584
H -1.5098 1.1303 4.4598  0.317
H 3.8093 -1.9791 -1.9533  0.277
H 0.6566 -2.6618 -0.8468  0.314
H -1.1340 -2.0167 2.0521  0.276
O 0.2849 -2.1729 -0.1040  -0.628
O 0.3680 3.2310 2.2392  -0.519
H 2.9140 1.4386 -1.6529  0.271
H -4.6687 -2.0128 1.6163  0.287
O 2.4904 2.4933 0.2881  -0.582
O -4.0757 -1.2532 1.6355  -0.541

Stability summary - winner: entry Q; margin: 13.5 kcal/mol.